A 8-piece molecular cluster, C16H48O8 overall in a non-equilibrium geometry, computed with ωB97M-V/def2-TZVPD.

Values from the calculation:
- E_HOMO: -9.752 eV
- Energy relative to the best compared isomer or geometry (same formula, charge and spin): 207.3 kJ/mol
- SMILES string: CCO.CCO.CCO.CCO.CCO.CCO.CCO.CCO
- DFT total energy: -1240.2291 Eh

Each atom is followed by the atoms it is bonded to, with distances in Å.
CARTESIAN COORDINATES (ANGSTROEM)
1 C 4.492 -0.233 0.729  C2 1.513, H4 1.090, H5 1.094, H6 1.089
2 C 4.790 1.250 0.694  C1 1.513, O3 1.442, H7 1.086, H8 1.093
3 O 5.695 1.553 -0.387  C2 1.442, H9 0.963
4 H 3.806 -0.535 -0.063  C1 1.090
5 H 4.048 -0.500 1.692  C1 1.094
6 H 5.406 -0.812 0.603  C1 1.089
7 H 5.350 1.546 1.576  C2 1.086
8 H 3.873 1.827 0.554  C2 1.093
9 H 5.339 1.160 -1.191  O3 0.963
10 C -4.175 -1.693 1.395  C11 1.516, H13 1.089, H14 1.093, H15 1.089
11 C -4.616 -0.349 1.939  C10 1.516, O12 1.432, H16 1.097, H17 1.092
12 O -3.701 0.642 1.455  C11 1.432, H18 0.960
13 H -4.832 -2.496 1.725  C10 1.089
14 H -3.171 -1.929 1.758  C10 1.093
15 H -4.104 -1.688 0.308  C10 1.089
16 H -4.582 -0.379 3.034  C11 1.097
17 H -5.637 -0.095 1.648  C11 1.092
18 H -4.159 1.482 1.386  O12 0.960
19 C 2.516 -2.442 -2.093  C20 1.505, H22 1.088, H23 1.095, H24 1.093
20 C 3.827 -3.013 -2.564  C19 1.505, O21 1.432, H25 1.095, H26 1.092
21 O 4.895 -2.367 -1.863  C20 1.432, H27 0.960
22 H 2.485 -1.360 -2.205  C19 1.088
23 H 2.364 -2.669 -1.033  C19 1.095
24 H 1.694 -2.945 -2.607  C19 1.093
25 H 3.939 -2.832 -3.639  C20 1.095
26 H 3.864 -4.090 -2.386  C20 1.092
27 H 5.614 -2.994 -1.754  O21 0.960
28 C -4.084 1.669 -1.954  C29 1.523, H31 1.091, H32 1.090, H33 1.094
29 C -3.721 2.709 -3.005  C28 1.523, O30 1.431, H34 1.095, H35 1.088
30 O -4.853 3.181 -3.743  C29 1.431, H36 0.962
31 H -4.187 0.680 -2.404  C28 1.091
32 H -4.985 1.919 -1.394  C28 1.090
33 H -3.277 1.586 -1.220  C28 1.094
34 H -3.005 2.277 -3.711  C29 1.095
35 H -3.266 3.591 -2.560  C29 1.088
36 H -5.463 2.443 -3.840  O30 0.962
37 C -0.190 -4.960 -0.445  C38 1.508, H40 1.093, H41 1.088, H42 1.096
38 C -1.288 -4.194 0.249  C37 1.508, O39 1.429, H43 1.097, H44 1.089
39 O -2.305 -3.764 -0.658  C38 1.429, H45 0.962
40 H -0.613 -5.748 -1.075  C37 1.093
41 H 0.513 -5.401 0.258  C37 1.088
42 H 0.343 -4.301 -1.140  C37 1.096
43 H -0.871 -3.315 0.758  C38 1.097
44 H -1.794 -4.799 0.999  C38 1.089
45 H -1.867 -3.321 -1.392  O39 0.962
46 C 0.971 -0.326 0.643  C47 1.504, H49 1.088, H50 1.093, H51 1.087
47 C -0.439 0.188 0.751  C46 1.504, O48 1.448, H52 1.094, H53 1.095
48 O -1.022 -0.363 1.956  C47 1.448, H54 0.966
49 H 1.635 0.187 1.337  C46 1.088
50 H 1.343 -0.061 -0.349  C46 1.093
51 H 0.928 -1.402 0.794  C46 1.087
52 H -1.036 -0.131 -0.107  C47 1.094
53 H -0.472 1.281 0.808  C47 1.095
54 H -1.970 -0.191 1.890  O48 0.966
55 C -1.991 1.824 4.828  C56 1.519, H58 1.095, H59 1.091, H60 1.094
56 C -0.953 2.518 3.962  C55 1.519, O57 1.402, H61 1.090, H62 1.102
57 O 0.098 1.680 3.562  C56 1.402, H63 0.970
58 H -2.770 2.519 5.157  C55 1.095
59 H -1.534 1.384 5.716  C55 1.091
60 H -2.503 1.021 4.289  C55 1.094
61 H -0.532 3.359 4.512  C56 1.090
62 H -1.464 2.949 3.085  C56 1.102
63 H -0.291 0.953 3.050  O57 0.970
64 C 2.262 2.197 -2.282  C65 1.516, H67 1.094, H68 1.091, H69 1.090
65 C 2.418 3.550 -1.616  C64 1.516, O66 1.427, H70 1.097, H71 1.093
66 O 2.316 4.571 -2.607  C65 1.427, H72 0.959
67 H 2.676 1.406 -1.649  C64 1.094
68 H 2.855 2.180 -3.198  C64 1.091
69 H 1.234 1.954 -2.549  C64 1.090
70 H 3.410 3.560 -1.149  C65 1.097
71 H 1.700 3.705 -0.806  C65 1.093
72 H 3.027 5.199 -2.464  O66 0.959